Entry 1:
# C17H23CrF5NO3P2

C17H23CrF5NO3P2 as an isolated structure at a distorted geometry (ωB97M-V/def2-TZVPD, the Open Molecules 2025 dataset).

Geometry as XYZ:
```
52
Properties=species:S:1:pos:R:3:forces:R:3
Cr 0.21116 0.57614 -0.39423 0.3 -2.5 -0.8
P 2.29309 -0.94314 0.05953 -1.2 0.0 -0.4
C 2.43007 -1.62114 -1.57227 -0.1 1.9 -0.7
C 1.22274 -1.72787 -2.26977 0.6 1.0 0.5
N 0.04756 -1.06493 -1.81073 0.6 -0.3 -0.2
C -1.12722 -1.44427 -2.36607 -0.6 -0.8 -1.1
C -1.20482 -2.38374 -3.41675 -0.8 1.4 1.5
C -0.02455 -2.88404 -3.96874 1.1 -0.1 -0.1
C 1.19078 -2.50187 -3.45940 -0.6 -0.4 -0.6
C -2.42078 -0.82060 -1.80513 -0.1 0.0 0.1
P -2.17989 0.77635 -0.93203 1.2 -0.2 -0.3
H 2.15487 -2.81608 -3.88652 -0.7 0.0 0.3
H -2.18555 -2.66119 -3.78684 0.2 0.0 0.0
H -0.06284 -3.60399 -4.78173 0.0 0.2 0.0
H -3.18173 -0.63309 -2.56794 0.2 -0.3 -0.2
H -2.90698 -1.47415 -1.06793 0.3 -0.1 -0.1
H 2.26318 0.71852 -2.20457 1.6 -2.1 0.6
H 3.37528 -1.88799 -2.03343 -0.2 -0.4 0.1
H 0.50115 4.23847 -0.95933 -0.2 0.1 0.1
O 1.78833 1.41327 -1.77514 -0.7 1.3 -0.7
H 1.37146 1.61880 -2.61572 -1.0 1.2 -0.2
H 0.19669 2.43134 1.62750 0.2 -0.8 -1.1
O -0.26317 4.33581 -0.37146 0.8 0.3 0.9
H 0.07656 4.92820 0.34274 -0.5 -0.5 -0.9
C -2.55216 2.06193 -2.14226 -0.2 0.4 -0.1
H -3.63108 2.12456 -2.34014 0.3 0.0 -0.1
H -2.19119 3.01677 -1.73696 -0.2 -0.1 -0.2
H -2.01837 1.85370 -3.07876 -0.1 0.0 0.2
C -3.42630 0.91148 0.36046 -0.4 0.1 0.3
H -3.16116 1.75663 1.01097 -0.1 -0.1 -0.2
H -4.42847 1.08741 -0.05468 0.2 -0.1 0.1
H -3.44083 0.00708 0.98235 0.0 0.2 -0.2
C 2.21992 -2.58901 0.82617 0.2 0.1 0.9
H 3.23476 -3.00119 0.78302 -0.2 -0.1 0.2
H 1.84407 -2.54609 1.84526 0.1 -0.3 0.3
H 1.55679 -3.20872 0.21110 0.2 0.3 0.2
C 3.71992 -0.00336 0.70599 0.3 -0.3 0.1
H 3.47166 0.38193 1.70989 0.1 -0.3 -0.3
H 4.60496 -0.64676 0.77961 0.0 0.3 0.0
H 3.92718 0.86756 0.06845 0.0 -0.3 0.1
F -0.47870 -0.56399 6.32347 0.1 0.3 -0.8
C -0.38263 -0.05679 5.07731 -0.5 -0.8 1.4
C -0.00702 1.31015 4.97828 0.2 -0.2 0.9
F 0.31556 2.08087 6.06005 -0.7 -1.5 -1.5
C 0.08258 1.80721 3.70432 0.2 0.0 -0.1
F 0.50117 3.08966 3.40519 -0.6 -1.7 0.3
C -0.16557 0.92162 2.65044 0.2 0.6 -1.1
O 0.16034 1.45630 1.41963 -0.4 2.0 1.0
C -0.63190 -0.38486 2.73662 0.2 -0.5 -1.1
F -0.87244 -1.12561 1.57222 0.4 1.3 2.2
C -0.72971 -0.92677 4.00390 0.1 -0.6 0.6
F -1.08679 -2.25046 4.15404 0.6 2.5 0.2
```
Forces are in eV/Å.

Multiplicity = 5
Highest occupied orbital energy (alpha / beta) = -9.06 / -9.08 eV
Calculated total energy = -3168.2964 Ha
Charge = +1

=====

Entry 2:
# C8H16LuO5

C8H16LuO5 as an isolated structure at a distorted geometry (ωB97M-V/def2-TZVPD, the Open Molecules 2025 dataset).

Geometry as XYZ:
```
30
Properties=species:S:1:pos:R:3:forces:R:3
C 1.27734 -0.98487 -2.65198 -0.4 -1.8 -4.0
H 1.36782 -1.33234 -3.68875 0.5 -0.6 -1.6
H 1.89157 -1.86275 -2.40624 0.0 1.1 2.2
H 0.71040 -0.15988 -3.11041 -0.9 0.0 2.3
O 0.09635 -1.61196 -1.00424 -0.3 -0.7 -0.8
C -0.83273 -2.58897 -0.62658 -0.8 -1.1 0.1
C -2.00157 -1.90836 0.06469 -1.0 -0.6 -0.9
O -1.49125 -0.95389 1.00060 0.7 -0.1 0.5
C -2.40221 0.05319 1.42228 -1.1 0.6 0.0
C -1.62098 1.24076 1.93100 -0.6 0.0 0.9
O -0.61646 1.52001 0.95654 -0.4 -0.1 -0.3
C 0.04961 2.76845 1.09427 0.4 1.2 0.4
Lu 0.48712 -0.21999 0.35053 2.3 0.8 -0.1
H -0.37558 -3.34351 0.04048 0.0 0.2 -0.3
H -1.21906 -3.12468 -1.51155 0.1 0.1 0.4
H -2.66055 -2.62606 0.57449 0.2 0.2 -0.1
H -2.56827 -1.34371 -0.69457 0.0 -0.2 0.3
H -3.08375 -0.33191 2.19320 0.2 0.1 -0.2
H -2.97709 0.37463 0.53946 0.0 -0.2 0.3
H -1.15873 1.05107 2.91270 0.0 0.0 -0.2
H -2.28811 2.10712 2.04064 0.1 -0.2 -0.1
H 0.67270 2.89886 0.20336 -0.1 0.0 0.2
H -0.69155 3.57778 1.14524 0.2 -0.2 -0.1
H 0.64926 2.77901 2.01718 -0.1 0.0 -0.3
O 1.77020 0.55107 -1.47049 0.8 1.4 1.1
C 2.99169 0.85334 -1.14459 0.1 -0.8 0.1
C 3.35566 0.67585 0.21709 1.3 -0.1 -0.6
O 2.53616 0.15527 1.02361 -0.7 0.1 0.4
H 3.73990 0.91303 -1.94231 -0.1 0.6 0.3
H 4.39210 0.87342 0.52436 -0.4 0.1 0.1
```
Forces are in eV/Å.

Multiplicity = 2
Highest occupied orbital energy (alpha / beta) = -15.51 / -17.11 eV
Calculated total energy = -1925.4131 Ha
Charge = +2